[1]
33
Properties=species:S:1:pos:R:3:forces:R:3:lowdin_charge:R:1 method="wB97M-V/def2-TZVPD" e_lumo_ev="-3.798 / -3.798" multiplicity=1 energy_ha=-631.88228 total_charge=+1 homo_lumo_gap_ev="7.2 / 7.3"
C 0.63275 3.11125 -1.12980 -0.54 -1.09 1.42 -0.088
C 1.40192 3.54094 -2.17084 -0.31 2.18 0.42 -0.045
C 1.46054 1.46006 -3.17176 -1.18 1.52 -0.14 -0.074
C 1.24417 0.84722 1.75514 2.07 1.46 -0.14 -0.153
C -1.65955 -2.88176 1.91046 -0.94 0.55 -1.09 -0.084
C -2.72991 -3.19029 0.85212 -1.05 1.04 0.28 -0.080
C 2.03284 0.15077 0.63417 -2.56 2.29 -1.15 -0.078
C -0.04505 0.07577 1.88111 0.49 1.98 1.87 -0.104
C 0.00390 1.82775 -1.42573 1.34 4.46 0.30 -0.197
C -1.51588 -2.44478 0.45333 0.46 1.24 0.25 -0.299
C 0.84397 -0.32095 -0.20805 2.66 -1.38 0.09 0.000
C -1.47767 -0.97366 0.11858 -2.97 0.70 -0.55 -0.115
N 0.45740 1.09666 -2.37053 2.95 -2.27 -2.84 0.036
N 1.65230 2.83202 -3.25966 -0.10 -2.32 1.57 0.044
N -0.17598 -0.48492 0.53391 -2.07 1.78 -0.27 -0.059
H 2.07978 0.82203 -3.80852 -0.59 -0.16 0.38 0.136
H 1.97623 0.91681 2.61129 -1.51 0.09 -0.40 0.150
H 0.99264 1.86400 1.36281 0.30 -0.62 0.69 0.107
H -1.88933 -2.18596 2.72682 -0.18 -0.10 -0.65 0.109
H -0.94473 -3.58684 2.19661 0.69 -1.35 0.38 0.081
H -3.01789 -4.13616 0.37606 0.56 0.22 0.65 0.116
H -3.61353 -2.50778 0.98613 0.84 -0.87 -0.22 0.124
H 2.71749 0.81929 0.10908 -0.07 -0.25 -0.02 0.132
H 2.51942 -0.63361 1.08887 1.34 -2.24 0.38 0.101
H 0.03300 -0.74228 2.54117 0.08 -1.06 0.89 0.108
H -0.77584 0.83276 2.39922 0.31 -1.78 -1.98 0.186
H -0.88734 1.49936 -1.06936 -2.74 -0.56 1.45 0.073
H -0.69045 -2.84390 -0.10911 -0.06 -1.17 -0.02 0.137
H 0.96935 -0.64066 -1.26326 -0.78 -0.04 1.11 0.156
H -2.36775 -0.41356 0.61719 1.91 -0.70 -0.23 0.172
H -1.67001 -0.70243 -0.95928 0.66 -0.71 0.79 0.147
H 1.96629 3.28843 -4.07410 0.52 0.42 -1.09 0.131
H 0.47689 3.70443 -0.13406 0.45 -1.30 -2.11 0.128

---

[2]
22
Properties=species:S:1:pos:R:3:forces:R:3:lowdin_spin:R:1 method="wB97M-V/def2-TZVPD" e_lumo_ev="-3.206 / -6.538" multiplicity=3 s2=2.021 energy_ha=-362.69175 total_charge=+1 homo_lumo_gap_ev="6.0 / 7.3"
C -0.67596 0.77259 1.45395 -0.36 -0.52 7.38 0.691
C -0.53301 0.28878 0.19640 1.16 -2.09 -5.42 0.433
C -2.62525 0.32342 -0.84845 0.65 -1.67 -1.35 0.057
C 0.53473 -1.19508 -1.48041 0.59 0.46 -0.04 0.001
C 2.26463 -0.32715 0.64328 1.81 -2.24 -1.63 0.291
N 2.18511 0.23187 1.84256 -0.41 -0.18 2.53 0.141
N -1.22563 0.88363 -0.82214 0.61 -0.79 -1.17 0.197
N 0.33607 -0.76267 -0.07322 0.12 3.20 -2.35 0.041
H -0.32585 0.07909 2.35378 -0.66 1.60 -1.93 0.027
H -1.43781 1.47129 1.75094 -0.11 0.23 -0.35 0.037
H -2.97598 0.72508 -1.78135 -0.77 -0.11 -0.35 0.003
H -2.52604 -0.86345 -0.95586 -0.59 2.52 0.48 0.004
H -3.31038 0.63906 -0.05778 0.59 -0.10 0.15 0.005
H 1.35093 -1.90895 -1.60288 -0.16 -0.18 0.67 0.000
H -0.36821 -1.65001 -1.86958 -0.14 0.14 -0.29 0.001
H 0.91407 -0.35187 -2.09566 -0.65 -0.29 0.41 0.000
H 2.75481 -1.32065 0.40013 -0.49 1.25 0.99 0.013
H 2.50776 0.41395 -0.08397 -0.36 0.34 -0.98 0.014
H 1.49412 0.95525 1.78669 0.44 0.85 0.67 0.020
H 2.19553 -0.22638 2.77259 0.05 -0.01 -1.34 0.005
H -0.74398 0.65374 -1.74505 -1.26 0.59 1.52 0.002
H 0.09909 -1.45956 0.52484 -0.04 -3.01 2.40 0.016

---

[3]
65
Properties=species:S:1:pos:R:3:forces:R:3:lowdin_spin:R:1 method="wB97M-V/def2-TZVPD" e_lumo_ev="-5.300 / -5.428" multiplicity=2 s2=1.014 energy_ha=-3726.13825 total_charge=+2 homo_lumo_gap_ev="9.0 / 8.7"
Mn -0.53360 -0.49246 -0.77018 0.67 0.23 -0.09 1.011
C 1.34188 3.52553 -3.98743 -0.09 -0.11 0.06 0.000
N 0.46601 2.42848 -3.56090 0.00 0.03 -0.08 0.002
C -0.36596 1.71763 -4.38432 0.11 0.12 0.06 0.000
C -0.95381 0.76655 -3.60829 -0.14 0.06 0.10 0.002
N -0.49687 0.89181 -2.32054 -0.08 -0.53 -0.13 -0.004
C 0.36399 1.89836 -2.31995 -0.03 0.21 -0.29 0.003
P 1.27123 2.49926 -0.86892 0.11 0.30 -0.07 0.001
C -0.07916 2.25913 0.30455 -0.14 0.26 0.20 -0.001
N -0.83000 1.17238 0.39094 -0.11 -0.43 0.34 -0.010
C -1.73300 1.39418 1.39654 0.03 0.05 -0.06 -0.003
C -1.52040 2.63608 1.91681 0.06 0.08 -0.08 0.001
N -0.47370 3.17457 1.22047 -0.05 0.13 0.07 -0.003
C 0.08947 4.51281 1.43487 -0.02 -0.15 -0.04 0.000
C 2.10633 0.93999 -0.50531 0.49 -0.04 -0.06 0.004
N 1.49256 -0.22704 -0.44867 -0.32 -0.46 -0.07 -0.007
C 2.45154 -1.17452 -0.21312 -0.05 -0.01 0.09 0.004
C 3.66444 -0.56153 -0.12460 0.00 0.16 -0.02 0.000
N 3.43675 0.77877 -0.31537 0.06 -0.07 0.05 0.005
C 4.46819 1.82274 -0.31412 -0.11 -0.09 -0.02 0.000
H 1.05498 3.82233 -4.99134 -0.02 0.00 0.00 0.000
H 2.37994 3.20112 -3.99885 0.01 -0.03 0.00 0.000
H 1.23090 4.37706 -3.32194 -0.02 0.01 0.02 0.000
H -0.47090 1.94911 -5.43090 0.00 0.01 0.04 0.000
H -1.69533 0.03727 -3.88711 0.02 0.00 0.01 0.000
H -2.46743 0.66355 1.68050 0.05 0.04 0.03 0.000
H -2.02449 3.17443 2.70150 0.03 0.00 -0.01 0.000
H -0.48707 5.00427 2.21171 -0.02 0.00 0.01 0.000
H 0.02673 5.10093 0.52296 -0.02 0.00 -0.02 0.000
H 1.12650 4.44255 1.75444 0.00 -0.02 0.01 0.000
H 2.21334 -2.22089 -0.12016 -0.01 0.03 -0.02 0.000
H 4.65147 -0.95701 0.04662 -0.02 0.03 0.01 0.000
H 5.37534 1.40718 0.11348 0.00 -0.01 0.01 0.000
H 4.14798 2.66654 0.29083 -0.02 0.00 0.02 0.000
H 4.67469 2.15911 -1.32768 -0.01 -0.02 -0.02 0.000
I 2.40732 -1.04852 -3.88350 0.05 0.07 -0.02 0.000
C 0.79127 -2.35803 -4.19168 -0.07 0.08 -0.07 0.000
I -0.58553 -2.61532 -2.58473 -0.03 -0.11 0.34 0.000
H 1.18542 -3.35022 -4.36710 0.01 -0.01 -0.07 0.000
H 0.20649 -2.00009 -5.02880 0.04 -0.02 -0.05 0.000
C -0.22824 -4.76277 2.87341 -0.02 0.06 0.03 0.000
C -0.90136 -4.85406 1.52591 -0.02 0.12 -0.03 0.000
O -1.61911 -3.63130 1.15669 0.08 -0.43 -0.07 -0.007
P -0.96159 -2.20591 1.01423 -0.12 0.61 -0.13 -0.011
O -0.89494 -1.70349 2.52106 0.10 0.12 0.25 0.000
C 0.22792 -0.91713 3.01895 -0.11 -0.10 0.05 0.000
C -0.21443 -0.21972 4.27811 0.01 0.00 0.05 0.000
O -2.23377 -1.41993 0.35623 -0.31 -0.09 0.02 0.010
C -3.61378 -1.47453 0.86426 0.04 0.01 -0.15 0.005
C -4.47065 -0.58018 0.00950 0.00 0.04 -0.04 0.000
H 0.25682 -5.71550 3.08753 -0.02 0.01 0.01 0.000
H -0.95088 -4.55428 3.66128 0.01 0.00 -0.01 0.000
H 0.53825 -3.98562 2.89444 0.03 -0.05 -0.01 0.000
H -1.67375 -5.61628 1.52041 -0.02 -0.03 -0.01 0.000
H -0.18930 -5.08159 0.73195 0.01 0.05 -0.04 0.000
H 0.54553 -0.20983 2.25275 -0.02 0.03 -0.08 0.000
H 1.05450 -1.59813 3.22547 -0.01 -0.06 -0.03 0.000
H -1.02372 0.48046 4.07555 0.00 0.00 0.00 0.000
H 0.62578 0.33089 4.70393 -0.02 0.00 0.00 0.000
H -0.55667 -0.94318 5.01656 0.01 0.00 0.00 0.000
H -3.59297 -1.16812 1.91005 0.00 0.00 0.04 0.000
H -3.93467 -2.51154 0.80967 0.03 -0.04 0.02 0.001
H -4.16127 0.46344 0.07553 0.00 -0.01 0.00 0.000
H -5.50721 -0.64916 0.34076 0.02 0.01 -0.01 0.000
H -4.42796 -0.89059 -1.03495 -0.02 -0.02 0.01 0.000

---

[4]
23
Properties=species:S:1:pos:R:3:forces:R:3:lowdin_charge:R:1 method="wB97M-V/def2-TZVPD" e_lumo_ev=0.295 multiplicity=1 smiles="C/C=C/CN.O.O.O" energy_ha=-441.82429 homo_lumo_gap_ev=9.5
N 0.64649 2.01196 -1.22028 -0.48 -0.85 1.14 0.004
C -0.04743 1.54299 0.03309 1.87 1.54 -0.18 -0.278
C 1.38994 -1.99517 0.94216 -0.89 0.30 -0.11 -0.091
C 1.24115 -0.52596 0.63601 0.75 -0.12 -0.64 -0.157
C 0.11572 0.08668 0.31187 -1.21 0.02 0.39 -0.122
H 0.14034 1.58367 -1.98729 0.11 0.44 -0.32 0.055
H 0.53248 3.01690 -1.19553 -0.05 0.06 -0.70 0.055
H -1.03184 1.98244 0.09666 -0.88 -0.75 -0.16 0.097
H 0.45765 2.11510 0.81811 -0.04 -0.41 0.05 0.062
H 1.22557 -2.14615 2.01381 0.25 -0.22 -0.10 0.078
H 0.59560 -2.51603 0.40376 0.00 -0.20 0.21 0.067
H 2.33604 -2.42994 0.62375 0.08 0.23 0.15 0.069
H 2.16956 0.03673 0.56693 -0.03 0.14 0.17 0.096
H -0.83593 -0.43790 0.35897 0.19 -0.41 -0.12 0.088
H -2.21957 -1.69045 -2.95535 -0.13 0.12 -0.12 0.044
H -2.99087 -0.46073 -2.41928 -0.12 -0.09 -0.14 0.042
O -2.11056 -0.82048 -2.55685 0.19 -0.09 0.27 -0.051
H 2.68503 2.07029 1.54302 -0.11 0.27 0.35 0.033
H 1.57104 3.08147 1.62836 0.06 0.21 0.13 0.005
O 2.28708 2.71453 2.15289 0.36 -0.29 -0.27 -0.062
H -2.45657 -2.31263 -0.67093 0.10 0.20 0.00 -0.009
H -3.04136 -2.12306 0.73338 0.10 -0.11 -0.14 0.038
O -2.65961 -2.78425 0.14274 -0.12 0.01 0.14 -0.061